Here is a 2-piece molecular cluster, C3H8O2 overall from OMol25. Energies are from ωB97M-V/def2-TZVPD.

Structure (XYZ):
```
13
Properties=species:S:1:pos:R:3:forces:R:3
C 0.030104 0.609200 -1.590162 -0.112 -0.015 0.206
C -0.502481 0.364165 -0.393063 0.172 -0.155 -0.428
O -1.291952 1.254026 0.249315 -0.006 -0.024 0.148
C -0.333985 -0.949757 0.346397 0.052 -0.048 -0.281
O -0.505322 -0.691735 1.736296 -0.086 -0.217 0.196
H 0.662052 -0.128612 -2.073348 -0.118 0.079 0.113
H -0.148902 1.550891 -2.096257 -0.011 -0.121 0.057
H -1.364464 0.924574 1.163196 -0.060 0.135 -0.128
H -1.089431 -1.666224 -0.003549 0.086 0.139 0.041
H 0.658992 -1.369608 0.147639 -0.145 0.088 0.027
H -0.975727 -1.430605 2.136682 0.115 0.131 -0.021
H 2.165337 0.801341 -0.071776 0.119 0.010 0.115
H 2.695779 0.732345 0.448630 -0.006 0.000 -0.045
```
Forces are in eV/Å.

energy above the lowest of the compared OMol25 structures with the same formula, charge and spin: 206.5 kJ/mol
LUMO energy: 0.6 eV
total energy: -269.51624 a.u.
frontier orbital gap: 0.3427 Ha